(1)
C17H23LiN5O2SSi | ωB97M-V/def2-TZVPD

Results
maximum force: 0.4 eV/A
HOMO-LUMO gap: 5.10 eV
net charge: -1
HOMO level: -3.31 eV
energy above the lowest of the compared OMol25 structures with the same formula, charge and spin: 1.7 kcal/mol

Each line ends with the Mulliken charge.
Positions of all 50 atoms, in Å:
Li -1.296 1.441 0.983  0.525
C -1.604 5.172 0.171  -1.181
Si -2.100 3.842 1.479  0.148
C -4.021 3.927 1.345  -1.134
C -1.812 4.826 3.107  -1.155
H -2.145 6.116 0.320  0.336
H -1.819 4.820 -0.844  0.274
H -0.531 5.389 0.215  0.290
H -4.396 4.956 1.437  0.296
H -4.497 3.323 2.124  0.306
H -4.362 3.532 0.382  0.266
H -2.352 5.782 3.096  0.250
H -0.749 5.041 3.258  0.284
H -2.154 4.257 3.977  0.283
O -1.834 -0.237 1.305  -0.547
N -2.434 -1.243 0.821  -0.085
C -3.313 -1.840 1.594  0.435
C -3.596 -1.417 2.934  0.135
N -3.825 -1.115 4.020  -0.479
C -3.971 -2.990 1.060  0.113
N -4.504 -3.917 0.632  -0.517
C 1.066 -0.930 -3.704  -1.047
C 0.119 -1.780 -2.867  -0.377
C -0.358 -1.066 -1.610  -0.913
N 0.724 -0.914 -0.642  0.090
C 1.233 0.238 -0.216  0.012
S 0.715 1.762 -0.661  -0.246
N 2.255 0.147 0.733  -0.008
C 2.992 -0.935 1.190  0.177
O 3.472 -0.925 2.298  -0.607
C 3.270 -2.050 0.231  -0.315
C 3.559 -1.795 -1.105  0.249
C 3.866 -2.844 -1.956  -0.672
C 3.869 -4.147 -1.475  -0.372
C 3.588 -4.402 -0.140  -0.571
C 3.301 -3.351 0.719  -0.311
H 1.422 -1.475 -4.580  0.344
H 1.937 -0.624 -3.121  0.090
H 0.572 -0.019 -4.045  0.360
H 0.603 -2.722 -2.587  0.286
H -0.762 -2.051 -3.454  0.384
H -1.168 -1.603 -1.116  0.308
H -0.724 -0.069 -1.843  0.524
H 0.990 -1.756 -0.156  0.281
H 2.344 0.978 1.300  0.280
H 3.546 -0.775 -1.472  0.580
H 4.095 -2.646 -2.995  0.410
H 4.096 -4.968 -2.144  0.386
H 3.596 -5.417 0.234  0.401
H 3.098 -3.524 1.769  0.436

(2)
C17H23N3O4S | ωB97M-V/def2-TZVPD

Results
maximum force: 19.0 eV/A
HOMO-LUMO gap: 8.15 eV
net charge: 0
HOMO level: -7.75 eV
energy above the lowest of the compared OMol25 structures with the same formula, charge and spin: 513.7 kcal/mol

Each line ends with the natural charge from an NBO analysis.
Positions of all 48 atoms, in Å:
C 3.741 -0.667 -1.644  -0.223
H 4.126 -1.063 -2.466  0.195
H 4.032 0.270 -1.391  0.190
H 3.760 -1.267 -0.840  0.180
O 2.297 -0.289 -2.214  -0.475
C 1.623 0.234 -1.311  0.317
C 2.032 0.561 0.038  -0.355
C 0.787 1.171 0.726  0.142
C -0.401 1.512 0.177  -0.173
C -0.656 1.261 -1.023  -0.212
C 0.239 0.322 -1.854  0.201
O -0.014 0.030 -3.258  -0.531
C -1.198 0.699 -3.793  -0.243
H -1.135 0.011 -4.698  0.211
H -1.363 1.628 -3.861  0.173
H -1.886 0.046 -3.196  0.183
H -1.533 1.627 -1.385  0.209
C -1.270 2.158 1.206  -0.068
N -1.499 1.359 2.504  -0.706
S -2.160 -0.074 2.455  2.263
O -3.550 0.333 1.696  -0.956
O -2.112 -0.700 3.732  -0.885
C -1.418 -1.225 1.329  -0.315
C -1.746 -1.621 0.133  0.100
N -1.164 -2.397 -0.593  -0.315
C 0.040 -2.323 0.506  0.340
N -0.120 -1.439 1.499  -0.388
C 1.248 -3.220 0.241  -0.665
H 1.293 -4.176 0.203  0.216
H 1.847 -2.781 -0.668  0.202
H 1.957 -2.959 1.014  0.242
C -0.995 -2.864 -1.861  -0.384
H -0.246 -2.426 -2.385  0.225
H -0.584 -3.840 -1.724  0.212
H -1.883 -2.806 -2.205  0.209
H -2.894 -1.498 -0.334  0.179
C -0.237 1.345 3.064  -0.282
C 1.353 1.395 2.410  -0.305
H 1.964 0.793 2.623  0.152
H 1.591 2.342 2.294  0.187
H 0.035 2.093 4.105  0.207
H 0.146 0.142 3.632  0.252
C -1.082 3.645 1.344  -0.599
H -1.800 4.111 2.097  0.221
H -0.195 3.792 1.650  0.189
H -1.388 4.267 0.579  0.232
H -2.348 2.091 0.873  0.262
H 2.771 0.399 0.573  0.187

(3)
C17H23N5O4S2 | ωB97M-V/def2-TZVPD

Results
maximum force: 1.5 eV/A
HOMO-LUMO gap: 8.18 eV
net charge: 0
HOMO level: -7.72 eV
energy above the lowest of the compared OMol25 structures with the same formula, charge and spin: 30.8 kcal/mol

Each line ends with the natural charge from an NBO analysis.
Positions of all 51 atoms, in Å:
C 1.211 3.105 -0.188  -0.590
H 0.517 3.867 -0.539  0.204
H 1.340 3.199 0.886  0.219
H 2.177 3.266 -0.656  0.219
C 0.704 1.703 -0.536  -0.473
C -0.630 1.463 0.051  0.510
N -0.910 0.898 1.179  -0.332
N -2.254 0.869 1.306  -0.304
C -2.731 1.431 0.243  0.270
S -4.412 1.607 -0.145  0.286
C -4.346 1.609 -1.981  -0.615
H -5.319 1.234 -2.299  0.252
H -4.217 2.631 -2.338  0.254
C -3.208 0.751 -2.531  0.677
O -2.498 1.165 -3.417  -0.585
N -3.086 -0.456 -1.920  -0.634
C -1.856 -1.120 -1.731  0.167
C -1.668 -1.834 -0.554  -0.227
C -0.422 -2.317 -0.214  -0.287
C 0.685 -2.100 -1.040  0.256
C 0.447 -1.490 -2.278  -0.280
C -0.795 -0.997 -2.618  -0.232
H -0.938 -0.494 -3.560  0.250
H 1.246 -1.397 -2.997  0.215
N 1.966 -2.522 -0.711  -0.446
C 2.203 -3.184 0.551  -0.226
H 1.450 -3.953 0.718  0.221
C 2.232 -2.173 1.717  -0.260
N 2.613 -0.874 1.191  -0.674
S 3.017 0.218 2.417  2.303
O 3.956 -0.392 3.318  -0.954
O 3.411 1.435 1.769  -0.956
C 1.452 0.472 3.268  -0.897
H 0.653 0.532 2.533  0.294
H 1.543 1.408 3.806  0.256
H 1.305 -0.343 3.963  0.241
C 3.670 -0.991 0.203  -0.266
H 4.516 -1.560 0.612  0.185
C 3.095 -1.675 -1.057  -0.211
H 2.774 -0.913 -1.763  0.214
H 3.873 -2.286 -1.529  0.199
H 4.014 0.019 -0.020  0.245
H 2.942 -2.496 2.490  0.211
H 1.244 -2.060 2.165  0.207
H 3.174 -3.681 0.467  0.205
H -0.327 -2.836 0.724  0.212
H -2.494 -1.972 0.130  0.216
H -3.783 -0.685 -1.221  0.402
O -1.757 1.848 -0.597  -0.430
H 0.622 1.591 -1.619  0.236
H 1.390 0.959 -0.131  0.252

(4)
C17H23NO4SSi | ωB97M-V/def2-TZVPD

Results
maximum force: 3.8 eV/A
HOMO-LUMO gap: 8.90 eV
net charge: 0
HOMO level: -8.44 eV
energy above the lowest of the compared OMol25 structures with the same formula, charge and spin: 18.8 kcal/mol

Each line ends with the natural charge from an NBO analysis.
Positions of all 47 atoms, in Å:
O -1.562 2.735 1.417  -0.895
O -1.570 1.242 3.574  -0.910
O 2.315 -1.441 4.039  -0.536
O 2.937 -0.793 -4.345  -1.087
C -4.195 -1.457 -0.029  -0.174
C -4.174 -0.148 -0.380  -0.245
C -3.296 -1.989 0.864  -0.219
C 1.349 -0.399 -0.014  -0.255
C -0.017 1.456 -0.553  -0.271
C 1.755 -0.487 -1.351  -0.184
C 0.335 1.417 -1.899  -0.190
C -3.381 0.684 0.306  -0.115
C -2.459 -1.098 1.573  -0.151
C 0.430 0.555 0.436  0.215
C 1.240 0.440 -2.242  -0.483
C -2.470 0.279 1.283  -0.364
N 0.056 0.591 1.789  -0.688
C 2.314 -1.375 5.452  -0.243
C 1.046 -1.019 3.576  -0.079
C 1.016 0.426 2.904  -0.255
C 1.954 1.974 -4.797  -1.155
C 0.209 -0.412 -4.691  -1.171
Si 1.702 0.332 -4.039  1.899
S -1.403 1.464 2.112  2.259
H 3.909 -0.563 -4.335  0.506
H -4.896 -2.072 -0.553  0.212
H -4.779 0.155 -1.270  0.225
H -3.264 -3.027 1.058  0.221
H 1.546 -1.181 0.655  0.205
H -0.599 2.304 -0.241  0.242
H 2.467 -1.206 -1.669  0.221
H -0.057 2.007 -2.675  0.210
H -3.357 1.748 0.082  0.225
H -1.788 -1.497 2.328  0.223
H 2.205 -0.340 5.729  0.165
H 3.269 -1.676 5.757  0.192
H 1.519 -1.960 5.944  0.170
H 0.376 -0.960 4.494  0.178
H 0.597 -1.778 2.919  0.182
H 0.818 1.253 3.684  0.239
H 2.054 0.609 2.515  0.222
H 2.426 1.933 -5.753  0.247
H 1.085 2.607 -4.861  0.248
H 2.688 2.448 -4.178  0.239
H -0.688 0.262 -4.582  0.240
H -0.041 -1.409 -4.303  0.250
H 0.381 -0.632 -5.730  0.237